1.
Entry from OMol25: a structure of composition C4H13N2S in a non-equilibrium geometry (ωB97M-V/def2-TZVPD).

Calculated values
HOMO energy in eV: -12.72
Frontier orbital gap in eV: 4.221

```
! RIJCOSX wB97M-V def2-TZVPD def2/J DEFGRID3
* xyz 1 1
C 2.322 0.404 0.995
N -0.333 -1.064 0.189
C -1.595 -0.537 -0.338
C -2.519 0.084 0.703
S -4.183 0.583 0.068
C 2.574 0.323 -0.508
N 1.402 -0.023 -1.185
H 1.631 -0.440 1.274
H 1.782 1.377 1.244
H -0.302 -2.087 0.264
H -1.487 0.278 -1.159
H -2.138 -1.358 -0.867
H -2.003 0.889 1.295
H -2.758 -0.701 1.403
H -3.823 1.707 -0.563
H 2.755 1.395 -0.838
H 3.491 -0.231 -0.721
H 1.411 -0.241 -2.134
H 0.497 -0.718 -0.592
H 3.276 0.360 1.470
*
```


2.
Entry from OMol25: a structure of composition C18H43MgO12S5 in a non-equilibrium geometry (ωB97M-V/def2-TZVPD).

Calculated values
HOMO energy in eV: -11.18
Frontier orbital gap in eV: 9.243

```
! RIJCOSX wB97M-V def2-TZVPD def2/J DEFGRID3
* xyz 1 1
Mg 1.620 -0.681 -0.473
O 0.222 0.328 0.103
H -0.397 0.763 0.658
C -3.373 0.179 0.157
C -2.620 -0.882 -0.637
C -2.286 -2.190 0.042
O -2.643 -3.184 -0.927
C -3.267 -2.595 -1.962
O -3.613 -3.205 -2.936
O -3.497 -1.313 -1.718
H -2.904 0.399 1.114
H -4.387 -0.178 0.336
H -3.384 1.103 -0.419
H -1.743 -0.459 -1.117
H -2.901 -2.417 0.922
H -1.255 -2.270 0.383
C -1.668 3.183 0.709
C -2.091 4.204 -0.342
C -0.927 4.795 -1.144
O -1.257 4.470 -2.490
C -2.422 3.778 -2.538
O -2.877 3.246 -3.486
O -2.988 3.686 -1.318
H -2.463 2.591 1.147
H -1.125 3.736 1.478
H -0.988 2.508 0.183
H -2.619 5.030 0.140
H 0.025 4.319 -0.902
H -0.881 5.868 -0.970
C -0.572 -0.612 5.949
S 0.089 -1.022 4.337
O 0.109 -2.517 4.247
C -1.361 -0.577 3.319
H -1.588 -0.958 6.149
H -0.485 0.452 6.168
H -0.003 -1.168 6.699
H -0.977 -0.531 2.299
H -1.757 0.403 3.601
H -2.197 -1.271 3.392
C -0.413 -2.659 -4.072
S 0.786 -2.909 -2.700
O 0.646 -1.834 -1.629
C 0.484 -4.518 -1.994
H -1.403 -2.923 -3.691
H -0.119 -3.385 -4.827
H -0.355 -1.638 -4.425
H -0.481 -4.460 -1.478
H 1.216 -4.782 -1.237
H 0.488 -5.252 -2.796
C 2.251 2.048 2.502
S 3.480 1.570 1.250
O 2.899 0.399 0.521
C 3.372 3.005 0.112
H 2.091 1.206 3.175
H 1.333 2.347 2.002
H 2.673 2.840 3.122
H 3.498 2.549 -0.870
H 4.157 3.710 0.360
H 2.356 3.398 0.103
C 4.029 -2.391 1.969
S 2.253 -2.690 2.112
O 1.574 -2.036 0.940
C 2.283 -4.451 1.646
H 4.386 -2.499 0.946
H 4.453 -3.078 2.702
H 4.228 -1.365 2.272
H 2.831 -4.519 0.703
H 1.286 -4.844 1.478
H 2.842 -4.976 2.419
C -0.372 1.056 -2.984
S 1.413 0.834 -3.248
O 2.095 0.564 -1.925
C 1.801 2.592 -3.467
H -0.583 1.612 -2.072
H -0.842 0.079 -2.888
H -0.884 1.527 -3.827
H 1.282 3.195 -4.210
H 2.871 2.655 -3.654
H 1.548 3.011 -2.491
*
```


3.
Entry from OMol25: a cluster of 2 separate species, C4H12NPS2 in total in a non-equilibrium geometry (ωB97M-V/def2-TZVPD).

Calculated values
HOMO energy (spin up / spin down) in eV: -8.47 / -7.22
Frontier orbital gap (spin up / spin down) in eV: 7.611 / 4.657

```
! RIJCOSX wB97M-V def2-TZVPD def2/J DEFGRID3
* xyz 0 1
C 0.410 -0.356 2.623
C 1.819 1.688 -2.026
C -3.858 0.367 0.056
C 0.895 -0.766 1.249
N 1.174 0.875 -1.073
P 1.779 0.675 0.483
S 3.740 0.511 0.335
S -2.120 0.572 -0.126
H 1.192 0.262 3.151
H -0.475 0.280 2.475
H 0.279 -1.177 3.183
H 2.224 2.617 -1.514
H 2.789 1.363 -2.320
H 1.133 1.939 -2.771
H -4.361 1.165 -0.433
H -4.075 0.380 1.158
H -4.161 -0.601 -0.407
H 0.014 -0.967 0.650
H 1.672 -1.499 1.154
H 0.139 0.946 -1.139
*
```


4.
Entry from OMol25: a cluster of 2 separate species, CH2Cl2N2 in total in a non-equilibrium geometry (ωB97M-V/def2-TZVPD).

Calculated values
HOMO energy (spin up / spin down) in eV: -9.56 / -9.56
Frontier orbital gap (spin up / spin down) in eV: 8.375 / 8.370

```
! RIJCOSX wB97M-V def2-TZVPD def2/J DEFGRID3
* xyz 0 1
C -1.226 0.136 0.147
N -1.944 0.216 1.193
N 0.355 -0.792 -0.814
Cl -3.066 1.450 1.345
Cl -0.234 -1.561 -2.110
H 0.467 -1.478 -0.104
H -1.219 0.662 -0.730
*
```


5.
Entry from OMol25: an isolated molecule of C14H28N2O2 (ωB97M-V/def2-TZVPD).

Calculated values
HOMO energy in eV: -9.23
Frontier orbital gap in eV: 9.910

```
! RIJCOSX wB97M-V def2-TZVPD def2/J DEFGRID3
* xyz 0 1
C 2.452 2.050 1.858
C 3.623 1.427 1.108
C 3.392 -0.060 0.804
C 4.584 -0.674 0.059
C 4.390 -2.164 -0.196
C 2.093 -0.260 0.035
O 1.154 -0.886 0.494
N 2.060 0.304 -1.189
C 0.913 0.229 -2.074
C -0.219 1.174 -1.652
N -1.011 0.597 -0.591
C -2.353 0.476 -0.695
O -2.987 0.974 -1.604
C -2.980 -0.355 0.419
C -3.078 -1.799 -0.102
C -3.380 -2.811 0.996
C -4.342 0.231 0.795
C -4.195 1.578 1.493
H 2.662 3.090 2.094
H 2.270 1.515 2.787
H 1.542 2.009 1.262
H 3.798 1.978 0.179
H 4.529 1.518 1.712
H 3.263 -0.591 1.752
H 4.739 -0.159 -0.893
H 5.483 -0.524 0.661
H 3.511 -2.339 -0.811
H 4.257 -2.696 0.743
H 5.256 -2.579 -0.707
H 2.829 0.885 -1.476
H 1.250 0.473 -3.082
H 0.536 -0.798 -2.061
H 0.207 2.133 -1.328
H -0.899 1.361 -2.488
H -0.501 0.037 0.085
H -2.318 -0.341 1.291
H -2.126 -2.067 -0.567
H -3.850 -1.842 -0.873
H -3.403 -3.816 0.582
H -2.612 -2.774 1.765
H -4.343 -2.615 1.461
H -4.922 0.360 -0.120
H -4.876 -0.460 1.449
H -5.171 1.980 1.755
H -3.609 1.477 2.405
H -3.696 2.288 0.838
*
```


6.
Entry from OMol25: a structure of composition H10O13S2Zn in a non-equilibrium geometry (ωB97M-V/def2-TZVPD).

Calculated values
HOMO energy in eV: -0.23
Frontier orbital gap in eV: 3.415

```
! RIJCOSX wB97M-V def2-TZVPD def2/J DEFGRID3
* xyz -2 1
Zn 12.097 -19.744 6.764
S 15.158 -19.607 5.893
O 15.721 -18.815 6.963
O 13.863 -20.134 6.306
O 15.062 -18.851 4.663
O 16.034 -20.730 5.633
S 13.124 -19.586 9.846
O 13.190 -20.797 10.692
O 12.442 -18.546 10.559
O 14.434 -19.145 9.469
O 12.401 -19.956 8.588
O 11.199 -21.579 6.564
H 10.988 -21.862 5.675
H 10.442 -21.842 7.086
O 10.208 -18.906 7.178
H 9.304 -19.150 6.976
H 10.131 -18.085 7.665
O 14.041 -22.322 8.100
H 13.195 -21.878 8.150
H 14.521 -21.849 7.419
O 12.024 -19.518 4.612
H 12.581 -18.815 4.278
H 12.018 -20.172 3.913
O 12.686 -17.699 6.568
H 12.522 -17.085 5.853
H 12.808 -17.144 7.338
*
```


Here are the calculated E_tot numbers, same order: -667.4323 -3805.3761 -1351.9971 -1068.9905 -810.3003 -3559.8509 (a.u.).
Here are the calculated ΔE to the lowest compared entry with this formula, charge and spin numbers, same order: 649.95 73.70 374.56 476.90 0.00 303.81 (kJ/mol).